Computed, not measured: a single C11H14N6OS molecule, with ωB97M-V with the def2-TZVPD basis set.

Geometry as XYZ:
```
33
Properties=species:S:1:pos:R:3:lowdin_charge:R:1
N -4.168 0.201 0.450 0.156
O 3.198 1.561 1.995 0.080
C -3.559 -0.714 0.820 -0.252
N -0.868 2.024 -2.740 0.091
N 0.500 0.431 -0.978 0.108
N 1.625 -0.642 0.808 0.195
S -1.722 -0.364 -2.099 1.068
C 3.163 1.890 0.837 -0.546
C -1.807 1.256 -2.667 -0.833
C 1.412 0.362 -0.046 -0.315
C -0.494 -0.398 -0.875 -0.533
C 0.700 -1.536 0.859 -0.276
C -0.488 -1.460 0.042 -0.128
N -3.099 1.803 -2.946 0.056
N 2.446 1.304 -0.168 0.152
C 4.144 2.922 0.407 -0.014
C 0.879 -2.514 1.989 -0.028
C -2.754 -1.799 1.279 -0.165
C -1.734 -2.434 0.256 -0.113
H 0.010 1.670 -2.306 0.030
H -3.840 1.163 -2.764 0.045
H -3.141 2.711 -2.494 0.090
H 2.484 1.690 -1.116 0.159
H 4.867 3.204 1.176 0.089
H 3.597 3.818 -0.044 0.113
H 4.740 2.434 -0.325 0.066
H 1.275 -3.466 1.552 0.099
H 0.065 -2.803 2.701 0.091
H 1.704 -2.080 2.572 0.084
H -2.294 -1.563 2.232 0.121
H -3.479 -2.566 1.544 0.119
H -1.249 -3.325 0.719 0.110
H -2.111 -2.778 -0.671 0.079
```

## Properties
calculated total energy = -33456.72770 eV
spin multiplicity = 1
gap between HOMO and LUMO = 0.3413 hartree
HOMO = -9.033 eV
molecular weight = 278.34 g/mol
energy relative to the best compared isomer or geometry (same formula, charge and spin) = 45.77 kJ/mol
net charge = 0
structure (SMILES) = [H]/N=C(/N)Sc1nc(NC(C)=O)nc(C)c1CCC#N

---

Computed, not measured: 2 unconnected molecules or ions with the total composition C11H14NO2S, with ωB97M-V with the def2-TZVPD basis set.

Geometry as XYZ:
```
29
Properties=species:S:1:pos:R:3:lowdin_charge:R:1
C 1.757 -2.104 2.798 -0.105
C 0.619 -1.283 3.118 -0.110
C 2.283 -2.053 1.506 -0.080
C 0.062 -0.542 2.129 -0.060
C 1.482 -1.547 0.482 -0.039
C 0.378 -0.783 0.761 -0.235
C -2.266 0.386 -1.699 -0.149
C -0.935 0.297 -2.581 -0.156
C -1.838 0.301 -0.206 -0.141
C 0.112 -0.263 -1.654 -0.202
C -0.391 -0.150 -0.232 -0.188
N 0.859 1.778 -0.194 -0.209
O -0.766 3.818 -0.174 -0.535
O 0.367 3.242 -2.222 -0.519
S 0.503 3.292 -0.743 0.577
H 2.185 -2.522 3.660 0.061
H 0.235 -1.255 4.179 0.109
H 3.195 -2.540 1.347 0.076
H -0.664 0.233 2.443 0.125
H 1.903 -1.643 -0.417 0.064
H -2.785 1.408 -1.824 0.133
H -2.786 -0.513 -1.908 0.071
H -1.342 -0.239 -3.464 0.106
H -0.617 1.286 -2.756 0.049
H -1.966 1.279 0.159 0.079
H -2.297 -0.480 0.415 0.112
H 0.295 -1.268 -1.867 0.083
H 1.091 0.171 -1.743 0.096
H 1.326 1.697 0.684 -0.012
```

## Properties
calculated total energy = -28051.78796 eV
spin multiplicity = 1
gap between HOMO and LUMO (spin up / spin down) = 0.2220 / 0.2547 hartree
HOMO (spin up / spin down) = -2.938 / -3.734 eV
molecular weight = 224.31 g/mol
energy relative to the best compared isomer or geometry (same formula, charge and spin) = 93.63 kJ/mol
net charge = -1

---

Computed, not measured: a single C11H14O2Se molecule, with ωB97M-V with the def2-TZVPD basis set.

Geometry as XYZ:
```
28
Properties=species:S:1:pos:R:3:lowdin_charge:R:1
C 1.641 3.078 0.037 -0.095
C 0.577 2.754 -0.785 -0.075
C 2.221 2.088 0.809 -0.081
C 0.105 1.454 -0.846 -0.018
C 1.748 0.789 0.748 -0.036
C 0.686 0.447 -0.085 -0.162
C -0.750 -1.295 -1.284 -0.109
C -0.551 -1.293 1.229 -0.297
C -2.787 -0.897 -0.255 -0.525
C 0.199 -0.992 -0.107 -0.410
C 1.385 -1.957 -0.233 -0.032
O -1.979 -0.569 -1.221 -0.137
O -1.665 -0.536 1.426 -0.208
Se -4.132 0.377 0.156 0.904
H 2.011 4.092 0.080 0.099
H 0.105 3.515 -1.388 0.102
H 3.047 2.324 1.464 0.101
H -0.733 1.250 -1.491 0.106
H 2.219 0.037 1.363 0.107
H -0.293 -1.017 -2.236 0.146
H -0.980 -2.369 -1.287 0.137
H -0.796 -2.376 1.245 0.125
H 0.129 -1.102 2.071 0.127
H -2.946 -1.946 -0.009 0.108
H 2.076 -1.609 -0.999 0.097
H 1.045 -2.957 -0.503 0.084
H 1.922 -2.033 0.709 0.082
H -3.505 0.742 1.393 -0.141
```

## Properties
calculated total energy = -81072.56331 eV
spin multiplicity = 1
gap between HOMO and LUMO = 0.3359 hartree
HOMO = -8.802 eV
molecular weight = 257.19 g/mol
energy relative to the best compared isomer or geometry (same formula, charge and spin) = 15.24 kJ/mol
net charge = 0

---

Computed, not measured: a molecular structure, C11H15AlBeCl3CsF6N2NaO13S4, with ωB97M-V with the def2-TZVPD basis set.

Geometry as XYZ:
```
58
Properties=species:S:1:pos:R:3:lowdin_charge:R:1
O 1.248 1.729 -1.140 0.021
C 0.833 0.967 -2.047 -0.562
Cl 1.786 0.824 -3.663 0.489
C -0.511 0.089 -1.923 -0.132
C -1.885 0.914 -1.648 -0.232
C -3.044 -0.244 -1.838 -0.242
O -2.712 -1.595 -1.497 -0.044
C -3.548 0.062 -3.349 -0.287
O -3.732 -0.748 -4.351 -0.044
N -3.741 1.541 -3.281 -0.012
C -2.431 2.030 -2.676 -1.036
S -2.798 3.472 -1.564 0.809
Cl -1.477 2.451 -4.157 0.625
H -0.356 -0.587 -0.991 0.143
H -0.655 -0.633 -2.798 -0.067
H -1.946 1.172 -0.541 0.137
H -3.886 0.143 -1.141 0.194
H -2.941 -1.801 -0.560 0.149
H -4.551 1.636 -2.634 0.142
H -1.902 3.386 -0.506 -0.080
O -5.588 5.649 -0.415 -0.283
H -5.020 5.138 -0.988 -0.171
C -1.134 -5.481 -2.574 -0.258
S 0.096 -4.846 -1.416 0.839
O -0.351 -3.480 -0.993 -0.574
C 1.408 -4.630 -2.637 -0.262
H -2.064 -5.654 -2.031 0.052
H -1.309 -4.753 -3.370 0.036
H -0.783 -6.424 -2.997 0.045
H 1.073 -3.954 -3.428 0.048
H 1.675 -5.598 -3.059 0.034
H 2.277 -4.200 -2.138 0.058
Al -1.766 -1.195 -4.390 0.962
O 0.929 -0.349 1.426 -0.219
H 1.460 0.215 0.864 -0.106
C 0.760 2.674 2.779 -0.646
F -0.235 2.041 2.139 0.129
F 1.904 2.044 2.440 0.113
F 0.844 3.913 2.234 0.103
S 0.514 2.731 4.587 0.610
O 0.480 1.345 4.998 -0.231
O -0.732 3.456 4.766 -0.285
N 1.847 3.536 4.932 -0.287
S 2.004 3.809 6.479 0.588
O 2.280 2.662 7.312 -0.212
O 1.078 4.782 7.061 -0.947
C 3.594 4.696 6.382 -0.608
F 3.519 5.819 5.606 0.071
F 4.579 3.932 5.831 0.071
F 4.051 5.095 7.578 0.169
Na 5.429 5.162 4.443 0.877
C 2.450 -7.760 -1.758 -0.931
O 1.268 -7.728 -2.101 0.056
O 3.248 -8.738 -1.965 -0.086
O 3.052 -6.849 -1.153 0.163
Be 4.159 -10.097 -3.081 0.828
Cl 0.965 1.536 -5.706 -0.150
Cs 0.288 6.689 6.645 1.435
```

## Properties
calculated total energy = -150393.84041 eV
spin multiplicity = 1
gap between HOMO and LUMO = 0.0584 hartree
HOMO = -8.032 eV
molecular weight = 923.75 g/mol
net charge = +1

---

Computed, not measured: a molecular structure, C11H15AlF12N2O2P, with ωB97M-V with the def2-TZVPD basis set.

Geometry as XYZ:
```
44
Properties=species:S:1:pos:R:3:lowdin_charge:R:1
N 2.784 3.324 2.790 -0.067
C 2.285 2.117 2.035 -0.293
C 2.406 2.263 0.377 -0.241
C 1.338 1.245 -0.340 -0.403
P 2.066 -0.430 -0.911 0.903
C 1.961 -1.592 0.601 -0.324
C 0.579 -2.493 0.698 -0.232
O -0.431 -1.826 1.528 -0.198
C -1.804 -2.038 1.065 -0.084
C -2.567 -0.636 0.557 -0.150
F -4.000 -1.059 0.325 -0.007
F -1.923 -0.319 -0.736 0.019
C -2.596 0.543 1.671 -0.102
F -3.399 -0.024 2.825 0.007
F -1.289 0.912 2.277 0.029
C -3.354 1.930 1.304 -0.113
F -4.851 1.838 1.492 0.017
F -2.912 2.915 2.366 0.000
C -3.006 2.642 -0.117 -0.061
F -3.604 1.995 -1.315 -0.012
F -1.542 2.975 -0.282 -0.033
N 1.057 -1.210 -2.193 -0.129
C 0.475 -0.234 -3.004 -0.129
O -0.404 0.735 -3.384 -0.051
H 2.253 4.167 2.453 0.069
H 3.812 3.466 2.681 0.064
H 2.822 1.103 2.330 0.112
H 1.143 1.980 2.342 0.112
H 2.013 3.366 0.145 0.108
H 3.510 2.187 -0.009 0.104
H 0.507 1.000 0.465 0.060
H 0.832 1.877 -1.216 0.090
H 2.004 -0.919 1.565 0.079
H 2.873 -2.335 0.667 0.094
H 0.900 -3.472 1.302 0.133
H 0.193 -2.883 -0.341 0.128
H -2.441 -2.436 1.990 0.154
H -1.914 -2.887 0.234 0.168
H -3.525 3.719 -0.076 0.193
F 1.987 -3.978 -3.115 -0.285
Al 1.549 -4.301 -4.832 0.105
F -0.078 -3.610 -5.177 -0.279
F 1.520 -6.078 -5.121 -0.279
F 2.767 -3.536 -5.916 -0.278
```

## Properties
calculated total energy = -67221.83797 eV
spin multiplicity = 1
gap between HOMO and LUMO = 0.2712 hartree
HOMO = -5.944 eV
molecular weight = 493.19 g/mol
net charge = -1

---

Computed, not measured: a single C11H15BrClN3O2S molecule, with ωB97M-V with the def2-TZVPD basis set.

Geometry as XYZ:
```
34
Properties=species:S:1:pos:R:3:lowdin_charge:R:1
C 0.443 -0.082 -5.376 -0.083
H 1.146 -0.411 -6.136 0.077
H 0.597 0.978 -5.199 0.061
H -0.570 -0.223 -5.745 0.071
C 0.647 -0.897 -4.101 -0.258
N 2.045 -0.887 -3.699 -0.182
C 2.469 -2.031 -2.920 -0.161
C 1.977 -1.978 -1.465 -0.178
N 2.433 -0.741 -0.874 -0.234
S 2.384 -0.651 0.778 0.655
O 2.964 0.595 1.169 -0.270
O 2.897 -1.877 1.303 -0.268
C 0.621 -0.576 1.132 -0.235
C -0.141 -1.727 1.234 -0.111
N -1.455 -1.692 1.369 0.072
C -2.071 -0.529 1.412 -0.781
C -1.386 0.690 1.329 -0.678
C -0.009 0.657 1.180 -0.089
H 0.580 1.561 1.121 0.116
Br -2.306 2.331 1.400 0.772
Cl -3.770 -0.567 1.578 0.703
H 0.320 -2.703 1.221 0.123
C 2.018 0.442 -1.592 -0.176
C 2.487 0.331 -3.052 -0.152
H 2.130 1.192 -3.616 0.116
H 3.580 0.333 -3.066 0.129
H 2.481 1.297 -1.100 0.121
H 0.922 0.557 -1.555 0.119
H 2.400 -2.791 -0.877 0.120
H 0.877 -2.047 -1.438 0.123
H 2.114 -2.946 -3.398 0.123
H 3.562 -2.038 -2.915 0.128
H 0.374 -1.935 -4.307 0.117
H -0.031 -0.524 -3.318 0.109
```

## Properties
calculated total energy = -113615.22147 eV
spin multiplicity = 1
gap between HOMO and LUMO = 0.3215 hartree
HOMO = -8.741 eV
molecular weight = 368.68 g/mol
net charge = 0
structure (SMILES) = CCN1CCN(S(=O)(=O)c2cnc(Cl)c(Br)c2)CC1